[1]
17
Properties=species:S:1:pos:R:3:forces:R:3:nbo_charge:R:1 method="wB97M-V/def2-TZVPD" e_homo_ev="-9.4 / -9.3" e_above_lowest_ev=0.543 total_charge=0 e_tot_ev=-47283.949 orbital_gap_ev="7.8 / 8.0"
C -0.85945 2.91628 -0.51952 0.26 -3.36 2.05 0.40
C 1.23126 -0.07227 -0.77851 -0.23 -0.42 -1.98 -0.32
C 0.94838 -0.19652 0.47741 -1.45 -2.33 2.10 -0.32
C 2.38248 0.63793 -1.36712 2.72 0.37 -0.28 0.96
C -2.37714 -2.29473 1.90876 0.21 -0.21 0.16 0.92
O -1.01539 1.98413 0.17361 -0.64 1.63 -0.56 -0.50
O -1.42874 -0.95145 -0.54962 -0.52 -0.31 -1.23 -0.85
F 2.97770 -0.01772 -2.43576 -0.91 0.41 1.33 -0.33
F 1.99103 1.81715 -1.80769 -0.96 0.77 -1.02 -0.31
F 3.40080 0.99839 -0.52023 -0.56 -1.28 0.04 -0.33
F -3.37484 -1.35019 1.95086 1.26 -1.88 0.18 -0.33
F -2.72567 -3.38834 1.19298 0.10 1.55 1.05 -0.31
F -1.96467 -2.65962 3.15740 -0.96 0.57 -1.60 -0.33
S -0.36992 3.97608 -1.47621 0.25 2.18 -1.55 0.10
S -0.92787 -0.72213 0.79202 1.45 0.93 1.08 1.05
H 0.51728 -0.42088 -1.56044 0.25 0.52 0.68 0.27
H 1.59476 -0.25612 1.36206 -0.29 0.87 -0.45 0.24

[2]
9
Properties=species:S:1:pos:R:3:forces:R:3:nbo_charge:R:1 method="wB97M-V/def2-TZVPD" e_homo_ev=-9.7 smiles=C#CC#N.C#CI e_above_lowest_ev=0.087 total_charge=0 e_tot_ev=-14803.071 orbital_gap_ev=10.0
C 1.30643 1.51908 0.46075 -0.94 0.32 -1.32 -0.15
C 2.05016 1.37447 1.59616 0.28 -0.20 0.35 0.21
C 0.63474 1.65457 -0.52999 0.85 -0.20 1.18 -0.07
C 0.15325 -1.91185 0.48618 0.27 -0.03 -0.20 -0.25
C 1.14098 -1.95111 -0.18951 0.68 0.03 -0.48 -0.28
N 2.67747 1.21633 2.54427 0.18 0.02 0.30 -0.24
I 2.80796 -1.94460 -1.33252 -0.60 -0.02 0.43 0.29
H 0.05877 1.74088 -1.40210 -0.36 0.08 -0.53 0.24
H -0.71732 -1.87046 1.07656 -0.36 -0.01 0.27 0.24

[3]
8
Properties=species:S:1:pos:R:3:forces:R:3:nbo_charge:R:1 method="wB97M-V/def2-TZVPD" e_homo_ev=-9.9 e_above_lowest_ev=2.732 total_charge=0 e_tot_ev=-7257.777 orbital_gap_ev=8.0
O 1.99370 0.30034 0.72296 -0.23 -0.66 -0.09 -0.45
C 1.27143 -0.45196 0.14588 0.50 0.05 0.39 0.44
C -0.69377 1.45201 -1.75270 -0.42 -0.40 0.46 0.19
C -1.08406 0.64480 -0.83656 -0.18 0.15 -0.24 -0.51
C -0.84387 -0.24595 0.08639 0.08 0.14 -0.22 0.29
C -0.06774 -1.01041 0.77781 0.07 0.34 -0.25 -0.41
H 1.38257 -0.74012 -0.91761 0.14 0.03 0.20 0.15
H -0.16040 -1.73303 1.58261 0.04 0.34 -0.25 0.29

[4]
8
Properties=species:S:1:pos:R:3:forces:R:3:nbo_charge:R:1 method="wB97M-V/def2-TZVPD" e_homo_ev=-9.1 smiles="C#CC#CC=S" e_above_lowest_ev=0.645 total_charge=0 e_tot_ev=-16047.481 orbital_gap_ev=7.6
C 0.40476 -0.06790 -2.22399 -1.49 0.27 0.82 -0.39
C 0.07525 0.14398 -0.89504 -0.51 0.81 5.77 0.02
C -0.16476 0.27112 0.33007 0.86 -0.49 -4.50 -0.01
C -0.34168 0.17091 1.67286 -0.58 -0.87 2.75 -0.11
C -0.48846 -0.12885 2.85649 1.38 0.00 -0.50 -0.14
H 0.09352 -1.05673 -2.43639 0.45 -1.30 -1.23 0.22
H -0.25342 -0.47592 3.90142 -0.85 0.77 -1.75 0.26
S 0.67479 1.14339 -3.20542 0.75 0.80 -1.37 0.15

[5]
45
Properties=species:S:1:pos:R:3:forces:R:3:nbo_charge:R:1 method="wB97M-V/def2-TZVPD" e_homo_ev=-9.4 smiles=CNCCCCN.O.O.O.O.O.O.O.O e_above_lowest_ev=2.748 total_charge=0 e_tot_ev=-25031.371 orbital_gap_ev=9.6
C -2.03169 -1.37799 -0.63614 0.08 -0.14 0.41 -0.21
C -1.37527 -1.26562 0.76018 0.71 0.68 -2.33 -0.41
C 0.10338 -0.85890 0.72442 0.14 0.29 0.14 -0.42
C 0.49724 0.48935 0.11382 -1.48 1.96 0.96 -0.26
N 0.37253 1.76669 0.93636 -0.71 -2.22 2.60 -0.65
C -1.00197 2.26559 1.21589 0.65 0.27 -0.54 -0.43
N -1.42821 -2.41894 -1.48041 0.29 0.07 0.77 -0.88
H -3.07113 -1.54914 -0.33678 -0.24 0.02 -0.90 0.19
H -1.93906 -0.48723 -1.26296 -0.30 0.24 0.59 0.19
H -1.92948 -0.45649 1.21343 -0.37 -0.25 0.76 0.21
H -1.48683 -2.24895 1.22358 -0.09 0.29 0.43 0.20
H 0.38172 -0.89209 1.78314 0.87 -0.17 -0.39 0.21
H 0.67870 -1.53717 0.08574 -0.03 -0.53 0.69 0.22
H 1.54419 0.56911 -0.16115 -0.23 -0.83 -0.18 0.23
H -0.15734 0.75654 -0.72825 0.39 -0.71 -0.20 0.20
H 0.82286 1.56694 1.82756 -0.14 0.02 0.04 0.36
H -1.83370 1.56781 1.21575 0.18 -0.49 -0.12 0.19
H -1.02069 2.75130 2.18836 0.09 0.27 -0.10 0.21
H -1.18629 2.97500 0.40466 -0.41 0.22 0.45 0.20
H -1.53509 -3.32643 -1.04132 0.00 -0.09 -0.35 0.37
H -1.83277 -2.40865 -2.40151 -0.39 -0.27 -0.10 0.37
H -1.12062 -0.52876 3.70671 -0.06 0.29 0.31 0.46
H 0.24147 -1.07955 3.93643 -0.10 0.52 0.56 0.47
O -0.35622 -0.38615 4.28541 0.19 -0.82 -0.87 -0.93
H 0.21194 -1.64031 -2.17051 -0.23 0.07 0.45 0.50
H 0.98139 -2.40719 -3.13478 0.46 -0.38 -0.45 0.48
O 1.03312 -1.56332 -2.69089 -0.16 0.06 0.06 -0.98
H -0.99654 2.72226 -1.53612 0.58 0.59 -0.90 0.51
H -1.80289 3.12476 -2.89576 0.56 0.24 0.13 0.49
O -1.77205 2.58093 -2.11060 -0.69 -0.76 0.49 -1.02
H -4.38187 1.96185 -1.04609 0.11 0.39 -0.17 0.47
H -2.91719 1.46075 -1.17864 -0.24 0.62 -0.41 0.50
O -3.79999 1.22786 -0.86771 -0.20 -1.01 0.62 -0.98
H 3.79903 -0.25459 -1.85235 0.26 0.21 -0.33 0.48
H 2.37105 -0.78502 -1.85464 -0.03 0.54 0.10 0.52
O 2.93146 -0.04894 -1.49674 0.28 -0.75 -0.32 -0.99
H 1.16185 1.97141 -1.35091 -0.14 1.02 -0.47 0.47
H 0.92380 2.75040 -0.11809 -0.27 0.14 0.14 0.49
O 0.79026 2.83980 -1.09286 0.84 0.37 -1.89 -1.00
H 3.51872 0.37687 1.62188 -0.09 0.23 -0.59 0.48
H 3.71013 -0.22965 0.12161 -0.63 0.55 0.51 0.51
O 3.92826 -0.29573 1.07134 0.63 -0.50 0.32 -0.98
H 2.81224 -3.26087 1.28322 0.21 0.73 0.40 0.46
H 3.28109 -1.78978 1.70612 -0.02 -0.48 -0.33 0.50
O 2.88049 -2.62775 2.01959 -0.28 -0.50 0.01 -0.99

[6]
45
Properties=species:S:1:pos:R:3:forces:R:3:nbo_charge:R:1 method="wB97M-V/def2-TZVPD" e_homo_ev=-8.4 smiles=CCNCCCN.O.O.O.O.O.O.O.O e_above_lowest_ev=3.419 total_charge=0 e_tot_ev=-25030.700 orbital_gap_ev=8.5
C 1.51999 0.96097 2.41271 -0.27 -0.47 -0.32 -0.22
N 1.09250 1.46684 1.09601 0.65 0.59 1.49 -0.69
C -0.16335 0.89364 0.54971 2.59 -0.41 -0.54 -0.27
C 0.09846 0.22725 -0.81734 -0.08 0.85 0.03 -0.45
C -0.12666 1.14540 -2.03480 0.82 -1.03 -0.56 -0.24
N 0.20320 2.55279 -1.89303 -0.96 -0.43 -0.58 -0.83
C 2.44245 -0.27409 2.39400 -0.60 -0.79 -0.87 -0.66
H 0.62577 0.64015 2.95222 -0.01 0.58 0.33 0.17
H 2.03759 1.76571 2.93072 -0.22 0.10 0.26 0.19
H 1.97488 1.48568 0.59131 -0.95 -0.04 -1.10 0.39
H -0.35755 0.13012 1.28642 -0.85 -0.11 -0.04 0.21
H -0.84206 1.73210 0.50880 -0.86 -0.29 -0.10 0.18
H 1.15672 0.03834 -0.73963 0.10 -0.53 -0.39 0.23
H -0.40607 -0.71699 -1.01892 -0.22 0.02 0.46 0.21
H 0.48206 0.70995 -2.83626 0.28 0.26 0.07 0.20
H -1.11074 0.96491 -2.47146 -0.30 0.56 0.26 0.17
H -0.47866 2.98370 -1.28508 0.41 0.40 0.24 0.34
H 1.13853 2.65617 -1.54452 0.19 0.11 0.36 0.38
H 1.89665 -1.18030 2.67984 0.12 0.18 0.71 0.21
H 2.68250 -0.60204 1.37574 0.51 0.62 -0.07 0.23
H 3.34314 -0.14380 2.98477 0.05 -0.16 0.03 0.21
H -2.13374 2.14673 3.17474 0.73 -0.14 0.07 0.48
H -0.94864 2.66310 2.19203 0.29 -0.45 0.61 0.49
O -1.86443 2.73461 2.46821 -0.93 0.67 -0.48 -0.96
H -2.97127 -0.75233 2.15078 -0.05 0.14 -0.03 0.48
H -2.13164 0.20569 1.28051 -0.27 0.02 -0.02 0.50
O -2.42034 -0.71132 1.36269 -0.50 -0.25 0.40 -0.97
H -3.11875 -1.03425 -1.14561 -0.15 0.09 0.24 0.50
H -4.01591 -2.17850 -0.63496 0.00 0.12 0.07 0.48
O -3.32350 -1.97269 -1.26889 0.03 0.06 -0.46 -0.96
H 3.77821 1.42022 -1.61682 -0.04 0.05 -0.03 0.48
H 3.28938 0.16608 -0.90676 -0.11 -0.38 -0.04 0.51
O 2.97274 0.98911 -1.31078 0.55 0.21 -0.05 -0.98
H -1.65101 -2.45138 0.85624 0.65 0.06 0.03 0.50
H -1.76169 -2.63984 -0.59310 0.34 -0.33 0.12 0.50
O -1.13768 -2.85487 0.13575 -0.56 0.01 -0.10 -1.00
H -2.31349 1.69776 -1.30326 -0.36 -0.11 -0.11 0.48
H -3.71697 1.24455 -1.78519 0.07 0.21 -0.13 0.48
O -3.13945 1.28429 -1.01774 0.00 -0.23 0.26 -0.95
H 0.66531 -2.89797 -0.37116 -0.44 0.00 -0.22 0.53
H 1.04744 -2.81113 -1.89629 -0.46 0.04 -0.08 0.48
O 1.38519 -2.99092 -1.02046 -2.19 -1.44 -0.19 -0.93
H 3.75186 -2.04024 -1.68698 0.46 0.14 0.26 0.44
H 2.61763 -2.56023 -0.89310 -0.32 -0.04 0.65 0.47
O 3.44302 -2.06546 -0.77123 2.85 1.53 -0.46 -1.01